1.
The following is a DFT calculation (ωB97M-V/def2-TZVPD) of C7H8N2 in the gas phase in a non-equilibrium geometry.

Calculated values
- Spin multiplicity: 1
- Energy: -10363.502 eV
- Charge: 0
- HOMO energy: -7.54 eV
- Energy above the lowest of the compared OMol25 structures with the same formula, charge and spin: 451.6 kJ/mol
- F_max: 9.4 eV/A
- Orbital gap: 0.305 Ha
- LUMO energy: 0.8 eV

The geometry in XYZ format:
```
17
Properties=species:S:1:pos:R:3:forces:R:3:mulliken_charge:R:1
C 0.468 -1.711 -1.194 4.278 1.024 3.690 -1.039
C -0.979 1.124 -0.869 1.000 1.661 4.971 0.137
C 1.405 0.183 0.215 0.180 -1.166 -1.075 -0.509
C 0.876 1.339 0.645 0.242 -2.678 -0.124 -0.569
C -0.975 -0.396 0.750 0.736 -1.685 -0.517 -1.149
C 0.405 -1.043 0.172 -1.335 1.494 -0.378 0.563
C -0.634 1.042 0.624 -1.523 3.664 -1.604 0.421
N -0.463 -2.098 -1.873 -6.646 -2.361 -6.151 -0.160
N -1.482 1.142 -1.868 -1.490 -0.043 -4.139 -0.475
H 2.277 0.080 -0.482 -0.198 0.026 1.579 0.367
H 1.472 2.241 0.785 -0.850 0.044 -0.288 0.370
H -1.835 -0.696 0.099 0.701 0.398 0.589 0.358
H -1.287 -0.633 1.749 0.487 -0.562 0.690 0.345
H 0.628 -1.894 0.818 0.669 0.205 0.061 0.403
H -1.288 1.810 1.178 0.797 -1.291 -0.798 0.391
H -0.296 -2.759 -2.706 0.292 1.466 1.525 0.298
H -1.571 -1.819 -2.086 2.659 -0.196 1.968 0.248
```
Positions in Å, forces in eV/Å.

***

2.
The following is a DFT calculation (ωB97M-V/def2-TZVPD) of C7H8N2O in the gas phase in a non-equilibrium geometry.

Calculated values
- Spin multiplicity: 1
- Energy: -12412.433 eV
- Charge: 0
- HOMO energy: -8.45 eV
- Energy above the lowest of the compared OMol25 structures with the same formula, charge and spin: 382.6 kJ/mol
- Structure (SMILES): CC(=O)Nc1ccccn1
- F_max: 16.2 eV/A
- Orbital gap: 0.323 Ha
- LUMO energy: 0.4 eV

The geometry in XYZ format:
```
18
Properties=species:S:1:pos:R:3:forces:R:3:mulliken_charge:R:1
C 1.407 3.095 0.130 -9.869 2.590 9.821 -1.609
C 0.559 1.876 0.489 -4.562 1.297 3.536 0.583
O 0.080 1.779 1.665 2.507 -0.444 -3.922 -0.522
N -0.047 1.080 -0.576 4.955 -0.524 4.404 -0.166
C -0.324 -0.234 -0.349 1.300 -1.481 1.278 0.624
C 0.359 -1.045 0.638 -0.751 0.461 -0.506 -0.203
C -0.009 -2.402 0.721 -1.514 6.309 -4.972 -0.774
C -0.952 -2.862 -0.154 -0.048 1.252 -1.510 -0.319
C -1.500 -1.971 -1.102 -1.663 -3.681 -1.300 -0.079
N -1.223 -0.670 -1.211 -0.899 -2.066 -0.075 -0.561
H 2.205 3.049 0.714 3.104 1.094 3.258 0.426
H 1.685 2.884 -0.652 5.386 -3.215 -14.987 0.700
H 0.667 4.000 -0.016 1.861 -1.510 1.086 0.262
H -0.684 1.414 -1.168 -2.652 2.503 -3.008 0.265
H 1.050 -0.555 1.358 -0.670 -0.581 -0.656 0.283
H 0.146 -2.887 1.512 2.310 -4.238 6.066 0.542
H -1.141 -3.905 -0.161 -0.752 -0.690 -0.129 0.380
H -2.277 -2.646 -1.837 1.960 2.924 1.619 0.168
```
Positions in Å, forces in eV/Å.

***

3.
The following is a DFT calculation (ωB97M-V/def2-TZVPD) of a 2-piece molecular cluster, C7H8N2O overall in a non-equilibrium geometry.

Calculated values
- Spin multiplicity: 1
- Energy: -12413.156 eV
- Charge: 0
- HOMO energy: -9.50 eV
- Energy above the lowest of the compared OMol25 structures with the same formula, charge and spin: 312.9 kJ/mol
- Structure (SMILES): N#C[C@@]12C=C[C@H]3N[C@@H]1[C@H]32.O
- F_max: 1.3 eV/A
- Orbital gap: 0.372 Ha
- LUMO energy: 0.6 eV

The geometry in XYZ format:
```
18
Properties=species:S:1:pos:R:3:forces:R:3:mulliken_charge:R:1
N 0.799 -0.471 1.494 -1.140 0.177 -0.350 -0.522
C -0.327 -0.268 1.304 0.813 -0.260 0.460 0.014
C -1.744 -0.041 1.156 -0.080 0.053 -0.105 0.814
C -2.323 1.340 1.211 -0.396 0.039 0.019 -0.553
C -3.635 1.250 1.464 0.364 0.186 -0.087 -0.785
C -4.020 -0.209 1.453 -0.175 -0.086 0.079 0.280
N -3.857 -0.632 -0.002 -0.118 0.086 -0.259 -0.618
C -2.535 -1.135 0.346 0.135 -0.182 -0.103 -0.471
C -2.727 -0.997 1.811 0.203 -0.137 0.335 -0.646
H -1.753 2.242 0.996 -0.159 -0.304 0.065 0.441
H -4.351 2.072 1.483 0.247 -0.265 -0.027 0.405
H -4.976 -0.497 1.899 0.276 0.087 -0.071 0.504
H -4.457 -1.438 -0.173 0.111 0.112 0.063 0.311
H -2.001 -1.858 -0.269 -0.102 0.236 0.214 0.433
H -2.506 -1.639 2.662 0.015 0.216 -0.215 0.398
O 2.694 -0.810 -0.985 -0.867 -0.254 -0.381 -0.658
H 1.757 -0.954 -1.256 1.150 0.179 0.539 0.299
H 2.720 -0.994 -0.036 -0.276 0.117 -0.177 0.354
```
Positions in Å, forces in eV/Å.

***

4.
The following is a DFT calculation (ωB97M-V/def2-TZVPD) of C7H8N2O3 in the gas phase in a non-equilibrium geometry.

Calculated values
- Spin multiplicity: 1
- Energy: -16508.225 eV
- Charge: 0
- HOMO energy: -8.22 eV
- Energy above the lowest of the compared OMol25 structures with the same formula, charge and spin: 328.8 kJ/mol
- Structure (SMILES): N=C=CN(C=O)[C@@H]1C[C@@H]1C(=O)O
- F_max: 5.0 eV/A
- Orbital gap: 0.324 Ha
- LUMO energy: 0.6 eV

The geometry in XYZ format:
```
20
Properties=species:S:1:pos:R:3:forces:R:3:mulliken_charge:R:1
N 2.513 2.211 -0.554 0.456 2.602 0.224 -0.466
C 2.176 1.087 -0.802 0.664 -1.444 0.325 0.367
C 2.030 -0.185 -0.521 -2.367 1.420 -0.055 -0.674
N 0.802 -0.686 -0.036 0.873 0.141 -0.759 0.055
C 0.769 -2.056 -0.008 1.410 0.940 -1.336 -0.073
O 1.551 -2.815 -0.545 -0.150 0.606 0.204 -0.578
C 0.085 0.239 0.808 -3.225 -3.681 -0.919 -0.535
C -1.229 -0.182 1.547 0.103 1.336 0.399 -0.758
C -1.235 0.866 0.435 -0.367 0.530 0.110 0.159
C -1.968 0.519 -0.820 -0.017 -1.735 -0.407 0.352
O -2.565 1.294 -1.490 -0.382 0.658 -0.440 -0.542
O -1.936 -0.847 -1.103 1.539 1.007 2.280 -0.428
H 2.620 2.984 -1.210 -0.258 -0.557 -0.272 0.279
H 2.776 -0.871 -0.413 2.300 -1.387 -0.486 0.449
H -0.047 -2.329 0.520 -2.849 -1.630 1.933 0.447
H 0.773 0.776 1.323 1.478 1.873 1.747 0.710
H -1.308 0.363 2.534 -0.032 -1.266 -1.058 0.248
H -1.907 -1.062 1.358 1.471 0.858 0.320 0.286
H -1.435 1.903 0.767 0.317 -0.723 -0.582 0.378
H -2.468 -1.209 -1.788 -0.963 0.452 -1.228 0.324
```
Positions in Å, forces in eV/Å.

***

5.
The following is a DFT calculation (ωB97M-V/def2-TZVPD) of a 2-piece molecular cluster, C7H8N2O3 overall in a non-equilibrium geometry.

Calculated values
- Spin multiplicity: 1
- Energy: -16504.828 eV
- Charge: 0
- HOMO energy: -9.78 eV
- Energy above the lowest of the compared OMol25 structures with the same formula, charge and spin: 656.6 kJ/mol
- Structure (SMILES): C=C(CC#[N+][O-])COC#N.C=O
- F_max: 3.3 eV/A
- Orbital gap: 0.376 Ha
- LUMO energy: 0.5 eV

The geometry in XYZ format:
```
20
Properties=species:S:1:pos:R:3:forces:R:3:mulliken_charge:R:1
C -0.873 3.041 -0.182 -1.270 1.030 0.875 -0.998
C -0.799 1.753 -0.401 1.182 -1.927 1.982 0.630
C -0.411 1.171 -1.737 -0.769 -0.066 1.605 -0.682
C -0.012 -0.213 -1.687 0.541 -0.885 -0.659 0.141
N 0.383 -1.287 -1.856 -0.340 2.002 0.839 0.555
O 0.862 -2.371 -1.859 0.455 -1.729 -0.414 -0.699
C -0.589 0.802 0.771 0.744 0.565 -1.140 -1.018
O 0.871 0.609 0.899 -1.476 1.439 -2.569 -0.270
C 1.310 0.077 1.930 1.023 -0.674 0.783 0.556
N 1.966 -0.376 2.749 0.450 -0.683 1.502 -0.548
H -1.045 3.373 0.895 0.323 0.045 -1.895 0.262
H -0.926 3.676 -1.081 0.119 0.289 0.937 0.296
H 0.344 1.862 -1.943 1.580 0.392 -1.516 0.353
H -1.231 1.250 -2.378 -1.186 0.368 -1.420 0.353
H -0.905 1.164 1.701 -0.750 0.736 1.224 0.656
H -0.990 -0.156 0.578 -0.560 -1.108 -0.084 0.436
C 0.472 -3.539 0.887 1.744 -1.443 0.363 -0.056
O -0.275 -2.611 1.067 0.831 -0.773 -0.268 -0.407
H 1.636 -3.637 1.115 -1.844 1.328 -0.152 0.199
H 0.211 -4.588 0.533 -0.797 1.095 0.007 0.242
```
Positions in Å, forces in eV/Å.

***

The highest energy belongs to which entry?
C7H8N2

***

What is the energy above the lowest of the compared OMol25 structures with the same formula, charge and spin in the fifth record?
656.6 kJ/mol